Record 1
The following is a DFT calculation (ωB97M-V/def2-TZVPD) of C20H30ClI4NO3PS as an isolated structure in a non-equilibrium geometry.

## Properties
Highest occupied orbital energy: -10.790 eV
LUMO level: -4.9 eV
Total charge: +1
HOMO-LUMO gap: 5.9 eV

Last column: Mulliken charge in e.
Geometry (Å):
C 1.868 3.569 4.039  -0.72
C 1.167 4.911 3.469  0.19
I 1.232 6.738 4.682  0.13
C 0.512 4.868 2.191  -1.32
I -0.452 6.596 1.300  0.24
C 0.534 3.427 1.476  0.90
C 1.765 3.173 0.535  -0.56
I 3.231 4.774 0.258  0.24
C 1.899 1.803 -0.194  -0.29
I 3.602 1.500 -1.492  0.19
C 0.765 0.749 0.087  0.11
P 0.903 -0.916 -0.809  0.23
S -0.867 -1.584 -1.332  -0.33
C -0.374 1.128 1.054  0.03
N -0.501 2.424 1.713  0.50
C -1.632 2.705 2.644  -0.53
C -3.016 1.977 2.272  -0.74
C -3.420 0.950 3.455  -0.55
Cl -2.193 -0.389 3.716  -0.17
H 2.743 3.296 3.336  0.21
H 2.258 3.703 5.102  0.41
H 1.116 2.703 4.067  0.14
H 1.593 -0.637 -2.054  0.11
H 1.710 -1.880 -0.124  0.16
H -1.165 0.313 1.254  0.27
H -1.313 2.291 3.677  0.33
H -1.856 3.809 2.807  0.34
H -3.840 2.789 2.290  0.32
H -3.058 1.515 1.230  0.45
H -4.507 0.572 3.357  0.40
H -3.423 1.583 4.424  0.33
C -6.191 -1.903 -4.108  -1.07
C -5.528 -1.715 -2.770  0.67
O -6.182 -1.599 -1.749  -0.59
C -4.023 -1.676 -2.742  -0.58
H -7.275 -1.911 -3.976  0.31
H -5.926 -1.079 -4.774  0.32
H -5.884 -2.856 -4.545  0.28
H -3.661 -0.842 -3.347  0.36
H -3.620 -2.619 -3.118  0.08
H -3.684 -1.536 -1.713  0.19
C 6.166 0.213 1.020  -0.82
C 6.815 0.400 2.366  0.72
O 6.148 0.507 3.378  -0.56
C 8.319 0.449 2.410  -1.09
H 5.081 0.197 1.141  0.18
H 6.433 1.042 0.360  0.30
H 6.484 -0.736 0.582  0.34
H 8.682 1.288 1.813  0.31
H 8.733 -0.490 2.035  0.33
H 8.646 0.587 3.443  0.30
C -0.616 -5.149 -3.485  -0.84
C -1.684 -4.846 -4.502  0.87
O -2.086 -3.710 -4.677  -0.56
C -2.235 -6.002 -5.294  -1.17
H -0.314 -4.222 -2.990  0.06
H -1.005 -5.837 -2.731  0.31
H 0.256 -5.582 -3.979  0.36
H -2.695 -6.728 -4.620  0.33
H -1.435 -6.473 -5.868  0.35
H -2.995 -5.636 -5.987  0.30

***

Record 2
The following is a DFT calculation (ωB97M-V/def2-TZVPD) of a 7-piece molecular cluster, C15H44O7 overall in a non-equilibrium geometry.

## Properties
Highest occupied orbital energy (alpha / beta): -11.942 / -11.941 eV
LUMO level (alpha / beta): -2.5 / -9.2 eV
Spin multiplicity: 2
Total charge: +1
⟨S²⟩: 0.754
HOMO-LUMO gap (alpha / beta): 9.4 / 2.7 eV

Last column: Mulliken charge in e.
Geometry (Å):
C -0.302 -2.182 1.231  -0.26
O 0.118 -2.935 0.049  -0.52
H -1.342 -2.419 1.454  0.22
H 0.390 -2.460 2.027  0.58
H -0.265 -1.112 1.031  -0.32
H 0.574 -3.724 0.349  0.29
C 0.276 1.976 -5.064  -0.32
O -0.668 1.947 -6.113  -0.52
H -0.127 1.933 -4.052  -0.06
H 1.012 1.187 -5.217  0.30
H 0.624 3.008 -5.110  0.28
H -0.511 1.128 -6.590  0.32
C -0.204 1.887 -0.720  -0.56
O -0.688 2.500 0.555  -0.59
H 0.580 2.497 -1.171  0.42
H 0.128 0.849 -0.712  0.19
H -1.061 1.832 -1.392  0.30
H 0.086 2.767 1.056  0.21
C -1.607 -1.789 -2.410  -0.98
C -2.415 -2.990 -2.094  0.61
C -3.305 -2.843 -0.986  -1.00
O -3.212 -3.274 -3.219  -0.64
H -0.804 -1.605 -1.697  0.07
H -2.230 -0.905 -2.277  0.28
H -1.197 -1.773 -3.419  0.38
H -1.781 -3.865 -1.952  0.22
H -4.063 -2.075 -0.833  0.28
H -2.671 -3.004 -0.114  0.11
H -3.862 -3.771 -0.856  0.39
H -3.747 -2.543 -3.535  0.35
C 4.568 -1.613 -0.782  -1.52
C 3.215 -0.804 -0.866  0.89
C 3.317 0.556 -1.548  -0.88
O 2.325 -1.586 -1.563  -0.55
H 4.902 -1.711 -1.815  0.34
H 4.343 -2.592 -0.359  0.33
H 5.353 -1.029 -0.301  0.39
H 2.849 -0.837 0.161  0.13
H 4.182 1.098 -1.167  0.37
H 2.479 1.139 -1.166  -0.11
H 3.415 0.586 -2.633  0.35
H 1.663 -1.873 -0.931  0.21
C 2.597 2.938 4.157  -1.44
C 2.310 1.646 3.346  0.62
C 1.466 0.582 3.963  -0.99
O 1.805 2.046 2.083  -0.40
H 3.584 3.352 3.947  0.42
H 2.632 2.769 5.233  0.36
H 1.948 3.774 3.897  0.31
H 3.274 1.203 3.097  0.20
H 1.591 0.556 5.046  0.42
H 1.486 -0.370 3.433  0.21
H 0.429 0.907 3.876  0.05
H 2.520 2.636 1.832  0.25
C -3.544 -0.254 1.025  -0.93
C -3.409 1.055 1.766  0.39
C -2.289 0.934 2.800  -1.00
O -3.279 2.170 0.875  -0.14
H -2.720 -0.614 0.410  -0.07
H -4.289 -0.118 0.241  0.49
H -3.788 -1.117 1.644  0.48
H -4.265 1.151 2.433  0.36
H -1.904 1.887 3.162  0.43
H -1.476 0.551 2.182  0.00
H -2.632 0.287 3.608  0.51
H -2.380 2.454 0.696  0.50

***

Energy relative to the best compared isomer or geometry (same formula, charge and spin) for the records above, in order: 487.5; 319.0 kJ/mol